No. 1
This record from the OMol25 dataset describes a cluster of 2 separate species, C27H42FN5O5S2 in total. The level of theory is ωB97M-V with the def2-TZVPD basis set.

Properties
Net charge ... 0
DFT total energy ... -70745.4820 eV
2S+1 ... 1
Kohn-Sham gap ... 0.0519 Eh

Atoms and positions in Å:
C 5.62575 -2.93805 4.06039
C 5.39702 -3.24572 2.91903
C 4.98559 -3.35353 1.55174
C 5.16186 -4.58467 0.80412
C 4.72388 -4.56204 -0.51215
S 4.90026 -6.14329 -1.40622
O 6.27395 -6.56559 -1.35472
O 3.95184 -7.05167 -0.81382
F 4.46012 -5.86385 -2.90565
N 4.19703 -3.58512 -1.23171
N 4.06304 -2.47907 -0.47806
C 3.47513 -1.33938 -1.19718
C 1.95260 -1.20426 -0.88127
C 1.48396 0.27515 -0.71340
C 0.76399 0.46219 0.64347
C -0.78652 0.58649 0.53070
C -1.46689 -0.04603 1.76543
C -1.76869 -1.54773 1.57886
S -0.43707 -2.67439 2.16166
C 0.58101 -1.77457 3.30456
N 1.88336 -1.90827 3.14997
N 2.43249 -1.15872 4.15007
C 1.46835 -0.63169 4.83394
O 0.24544 -0.99817 4.33608
C 4.38568 -2.32053 0.80537
C 4.11145 -1.00179 1.50720
O 5.12679 -0.08415 1.11489
C 5.22454 1.00356 2.00807
C 6.66369 1.15652 2.54206
H 5.81247 -2.57783 5.04765
H 5.59985 -5.48380 1.21727
H 3.53547 -1.53121 -2.27257
H 4.02773 -0.41167 -1.03796
H 1.78387 -1.74110 0.06334
H 1.36682 -1.74359 -1.63318
H 2.33543 0.95788 -0.80591
H 0.75943 0.46702 -1.51358
H 1.14608 1.37638 1.12091
H 0.95223 -0.36255 1.34320
H -1.01892 1.65450 0.58742
H -1.16431 0.16282 -0.40268
H -2.44059 0.45813 1.85697
H -0.92852 0.19122 2.68850
H -2.71345 -1.85546 2.03262
H -1.84738 -1.73999 0.50159
H 1.61115 0.02803 5.67475
H 3.09551 -0.62210 1.34763
H 4.21655 -1.15187 2.58930
H 4.56313 0.93339 2.88213
H 4.96929 1.94393 1.49756
H 7.34302 1.44619 1.73487
H 6.70918 1.94458 3.30583
H 6.99763 0.23882 3.04074
C -3.88645 3.76500 -3.78475
C -4.38451 3.57873 -2.33930
C -5.89309 3.86386 -2.28185
C -6.78165 2.80391 -2.93736
C -6.16262 1.40086 -2.91524
C -5.10795 1.18279 -1.81984
N -4.06154 2.18784 -1.97785
O -3.08098 2.06113 -1.09663
C -4.49403 -0.19775 -2.07231
C -5.77761 1.16720 -0.44005
C -3.70456 4.63800 -1.47573
H -2.80981 3.59862 -3.84380
H -4.08781 4.77850 -4.14693
H -4.36734 3.06697 -4.47220
H -6.19495 3.96945 -1.23641
H -6.09963 4.83571 -2.73764
H -7.74793 2.79230 -2.42715
H -6.99685 3.08290 -3.97143
H -6.95712 0.65666 -2.82489
H -5.69907 1.21090 -3.88780
H -3.95635 -0.21487 -3.02192
H -5.27382 -0.96211 -2.11523
H -3.79717 -0.47943 -1.28137
H -6.53565 0.38075 -0.39938
H -6.27264 2.10865 -0.19816
H -5.05205 0.96124 0.34828
H -3.96154 5.63406 -1.84254
H -2.61932 4.55263 -1.50489
H -4.02730 4.57215 -0.43538

Atomic partial charges in e from the Löwdin method, atoms 1 to 4: atom 1 (C): 0.159, atom 2 (C): -0.072, atom 3 (C): -0.115, atom 4 (C): 0.045


No. 2
This record from the OMol25 dataset describes a cluster of 2 separate species, C7H20N2O5P in total. The level of theory is ωB97M-V with the def2-TZVPD basis set.

Properties
Net charge ... -1
DFT total energy ... -30085.6542 eV
2S+1 ... 1
Kohn-Sham gap ... 0.2035 Eh

Atoms and positions in Å:
C 2.50567 -0.11703 -0.68361
C 1.60380 1.02408 -0.23946
N 0.29854 1.04610 -0.91544
C -0.29873 -0.26788 -1.19022
O 0.03043 -0.68050 -2.46466
P -1.30559 -0.64360 -3.64777
O -2.31584 0.08653 -2.39024
C -1.84898 -0.26930 -1.13607
C -2.51515 0.55234 -0.01760
C -3.45065 -0.26111 0.85745
O -4.57490 -0.68985 0.09393
H 2.22078 -1.05739 -0.21302
H 2.48557 -0.22752 -1.76452
H 3.52168 0.09132 -0.34467
H 2.11339 1.96054 -0.49405
H 1.51845 1.01912 0.85630
H -0.33190 1.56737 -0.33015
H 0.01801 -1.03456 -0.46610
H -2.41036 -0.66887 -4.59312
H -0.91289 0.68209 -4.06749
H -0.41734 -1.21997 -4.64350
H -1.69645 -1.96955 -3.17962
H -2.14579 -1.31518 -0.93683
H -3.09124 1.35527 -0.48200
H -1.79153 1.00701 0.66195
H -2.90221 -1.12140 1.25336
H -3.79998 0.35213 1.69654
H -4.89456 -1.51200 0.45011
C 3.77697 0.52634 4.59953
N 3.09923 0.07889 3.35036
O 1.92316 -0.20202 3.41890
O 3.78318 0.03032 2.35304
H 3.05014 0.52159 5.40246
H 4.59027 -0.16665 4.79016
H 4.16482 1.52337 4.41602

Atomic partial charges in e from the natural (NBO) method, atoms 1 to 4: atom 1 (C): -0.624, atom 2 (C): -0.202, atom 3 (N): -0.638, atom 4 (C): 0.234


No. 3
This record from the OMol25 dataset describes a cluster of 6 separate species, C4H20N8O6 in total. The level of theory is ωB97M-V with the def2-TZVPD basis set.

Properties
Relative energy (zero: lowest compared OMol25 entry of this formula, charge and spin) ... 98.9 kJ/mol
Net charge ... 0
SMILES string ... NC(N)=O.NC(N)=O.NC(N)=O.NC(N)=O.O.O
DFT total energy ... -28682.0938 eV
2S+1 ... 1
Kohn-Sham gap ... 0.3341 Eh

Atoms and positions in Å:
N 1.36083 -0.99356 0.21392
C 0.41325 -0.29734 0.82505
N -0.65924 -0.08975 -0.00628
O 0.44997 0.09882 1.99032
H 2.20489 -1.34267 0.62946
H 1.16474 -1.17581 -0.75536
H -0.87641 -0.52284 -0.89454
H -1.25336 0.60786 0.42327
N -1.76781 2.49703 -1.88196
C -2.33050 3.01785 -0.75615
N -2.08348 4.33128 -0.69547
O -3.00465 2.38467 0.04005
H -1.55653 1.51346 -1.88145
H -1.32616 3.01292 -2.61896
H -1.65065 4.78956 -1.47243
H -2.23094 4.75988 0.20318
N -1.56885 -1.84316 3.12081
C -1.73960 -3.12661 3.53959
N -3.01021 -3.52344 3.23303
O -0.93793 -3.79773 4.16608
H -2.14856 -1.46816 2.39662
H -0.66702 -1.44733 3.33741
H -3.55515 -3.05226 2.53727
H -3.34322 -4.42238 3.53640
N 3.03591 1.12373 -2.60975
C 2.63913 -0.16734 -2.84325
N 3.47329 -1.05600 -2.23138
O 1.72501 -0.50066 -3.58815
H 3.99750 1.24952 -2.35966
H 2.51563 1.82055 -3.11567
H 3.73127 -1.92263 -2.67180
H 4.18176 -0.58124 -1.70008
O -0.70294 -1.45429 -2.51862
H -1.44188 -1.03155 -2.96836
H 0.07637 -1.22052 -3.05380
O 2.48426 1.19366 3.81211
H 2.36854 2.05490 3.40420
H 2.03275 0.58157 3.21437

Atomic partial charges in e from the natural (NBO) method, atoms 1 to 4: atom 1 (N): -0.824, atom 2 (C): 0.785, atom 3 (N): -0.902, atom 4 (O): -0.719


No. 4
This record from the OMol25 dataset describes an isolated molecule of C5H5NO. The level of theory is ωB97M-V with the def2-TZVPD basis set.

Properties
Relative energy (zero: lowest compared OMol25 entry of this formula, charge and spin) ... 134.2 kJ/mol
Net charge ... 0
SMILES string ... C=C(C#N)CC=O
DFT total energy ... -8802.0284 eV
2S+1 ... 1
Kohn-Sham gap ... 0.3800 Eh

Atoms and positions in Å:
C 1.26693 0.70857 -0.82257
C 0.05807 0.65896 -0.25967
C -0.46031 1.79677 0.45932
N -0.91267 2.71234 1.00597
C -0.78165 -0.60351 -0.25435
C -0.20417 -1.52922 0.81132
O -0.16962 -1.23733 1.97731
H 1.65034 -0.14433 -1.37819
H 1.90108 1.58186 -0.73899
H -0.75704 -1.08266 -1.23853
H -1.82269 -0.38327 -0.00049
H 0.23173 -2.47816 0.43886

Atomic partial charges in e from the natural (NBO) method, atoms 1 to 4: atom 1 (C): -0.299, atom 2 (C): -0.111, atom 3 (C): 0.253, atom 4 (N): -0.285


No. 5
This record from the OMol25 dataset describes a structure of composition C4H7N3. The level of theory is ωB97M-V with the def2-TZVPD basis set.

Properties
Relative energy (zero: lowest compared OMol25 entry of this formula, charge and spin) ... 238.1 kJ/mol
Net charge ... 0
DFT total energy ... -8729.2115 eV
2S+1 ... 1
Kohn-Sham gap ... 0.3511 Eh

Atoms and positions in Å:
C 1.44809 0.96921 1.44612
C 0.14405 0.52703 0.77746
N 0.37072 -0.10964 -0.53896
C -0.70007 -0.63617 -1.23012
N -1.95862 -0.54454 -0.97852
C -1.07710 -1.11885 -2.56760
N -1.54185 -1.38264 -3.60304
H 1.98172 1.71246 0.84505
H 2.11676 0.12105 1.62987
H 1.23712 1.42713 2.42102
H -0.50575 1.40201 0.64956
H -0.38476 -0.17350 1.43881
H 1.33197 -0.35056 -0.74564
H -2.36940 0.21952 -0.48458

Atomic partial charges in e from the natural (NBO) method, atoms 1 to 4: atom 1 (C): -0.620, atom 2 (C): -0.217, atom 3 (N): -0.598, atom 4 (C): 0.376


No. 6
This record from the OMol25 dataset describes the ion C4H10N3O with charge +1. The level of theory is ωB97M-V with the def2-TZVPD basis set.

Properties
Relative energy (zero: lowest compared OMol25 entry of this formula, charge and spin) ... 320.1 kJ/mol
Net charge ... +1
SMILES string ... CO[C@@H]1N=NC[N@H+]1C
DFT total energy ... -10818.0859 eV
2S+1 ... 1
Kohn-Sham gap ... 0.3847 Eh

Atoms and positions in Å:
C 0.44277 -1.95865 2.00320
O 0.46197 -1.39310 0.63463
C 0.42302 -0.03832 0.50224
N -0.55395 0.63384 1.47026
N -1.41683 1.23283 0.92266
C -1.38144 1.21421 -0.54314
N -0.12656 0.27025 -0.82748
C 0.80824 0.72991 -1.90042
H 0.39759 -3.00228 1.75347
H -0.53726 -1.66619 2.56223
H 1.20081 -1.58173 2.58265
H 1.33192 0.67928 0.44633
H -2.38730 0.80305 -0.83327
H -1.36537 2.16768 -1.03383
H -0.46276 -0.60313 -1.10620
H 1.27408 1.70352 -1.69194
H 1.56350 0.01163 -2.10492
H 0.32758 0.79721 -2.83649

Atomic partial charges in e from the natural (NBO) method, atoms 1 to 4: atom 1 (C): -0.242, atom 2 (O): -0.529, atom 3 (C): 0.333, atom 4 (N): -0.078


No. 7
This record from the OMol25 dataset describes a cluster of 2 separate species, CH2O2S in total. The level of theory is ωB97M-V with the def2-TZVPD basis set.

Properties
Relative energy (zero: lowest compared OMol25 entry of this formula, charge and spin) ... 551.2 kJ/mol
Net charge ... 0
DFT total energy ... -15994.2227 eV
2S+1 ... 1
Kohn-Sham gap ... 0.3873 Eh

Atoms and positions in Å:
C 1.57269 0.29912 0.37369
O -0.79224 -0.58040 -0.08808
O -1.30783 0.72858 -0.00010
S 2.85275 -0.46641 0.71239
H -0.82360 1.19885 -0.65985
H -1.50178 -1.17973 -0.33804

Atomic partial charges in e from the natural (NBO) method, atoms 1 to 4: atom 1 (C): -0.162, atom 2 (O): -0.461, atom 3 (O): -0.440, atom 4 (S): 0.143


No. 8
This record from the OMol25 dataset describes a structure of composition C20H42Cl12CuN3O4. The level of theory is ωB97M-V with the def2-TZVPD basis set.

Properties
Net charge ... +1
DFT total energy ... -228982.1552 eV
2S+1 ... 2
Kohn-Sham gap (alpha / beta) ... 0.2540 / 0.1887 Eh

Atoms and positions in Å:
Cu -29.12810 -33.68486 15.54626
C -28.88149 -29.66136 13.54547
C -29.62114 -30.99209 13.48402
O -29.42171 -31.79998 14.57003
H -27.90628 -29.74007 14.00536
H -29.45872 -28.84492 13.99261
H -28.74776 -29.28170 12.52157
H -29.31536 -31.54458 12.56907
H -30.71420 -30.82730 13.34576
Cl -32.37537 -27.59294 18.98999
C -31.85590 -28.00882 17.33397
C -33.00621 -28.17856 16.35246
Cl -34.12843 -26.83698 16.40363
H -31.28737 -28.92040 17.44550
H -31.22590 -27.17271 17.04874
H -33.58460 -29.08107 16.51765
H -32.60502 -28.17244 15.33732
Cl -27.38223 -26.27049 9.03283
C -28.98701 -26.97030 8.62766
C -29.47866 -27.94810 9.66725
Cl -28.38695 -29.36061 9.85650
H -28.89813 -27.46037 7.66654
H -29.66290 -26.12122 8.62023
H -30.43494 -28.33154 9.32087
H -29.52318 -27.47699 10.63828
Cl -31.17481 -24.79664 11.60313
C -30.16814 -24.21369 12.96019
C -29.48428 -25.38396 13.60706
Cl -28.17588 -25.96101 12.55062
H -30.85634 -23.74375 13.65666
H -29.42338 -23.51137 12.60910
H -30.20278 -26.16113 13.87218
H -29.06336 -25.08068 14.56998
Cl -27.71413 -34.59055 9.30709
C -27.56095 -33.44166 10.62706
C -26.55908 -32.34351 10.37149
Cl -24.92354 -32.93433 10.25566
H -27.30482 -33.99233 11.53260
H -28.53103 -32.95927 10.77031
H -26.62982 -31.53991 11.10305
H -26.78396 -31.87966 9.41013
C -26.15192 -32.96383 16.64930
O -27.11673 -33.38706 16.00164
N -25.95448 -31.70218 17.02686
C -24.83450 -31.36473 17.87448
C -26.93374 -30.62738 16.75680
H -25.38945 -33.67071 16.97853
H -25.17679 -30.97700 18.83600
H -24.24824 -30.56426 17.41196
H -24.16791 -32.20311 18.04457
H -27.92510 -31.06266 16.70487
H -26.88154 -29.91560 17.57708
H -26.65391 -30.09091 15.85043
C -34.61501 -29.17165 12.61087
O -35.78746 -29.07355 12.69644
N -33.75247 -28.13582 12.74395
C -32.37420 -28.22438 12.25631
C -34.25247 -26.80721 13.01355
H -34.10005 -30.12814 12.42945
H -32.01550 -29.25791 12.16171
H -31.68327 -27.75564 12.97381
H -32.28089 -27.76335 11.26662
H -35.13612 -26.85723 13.63529
H -33.51150 -26.27781 13.61892
H -34.41233 -26.26684 12.07964
C -31.77948 -33.60052 12.94017
O -32.80959 -33.05437 13.22439
N -31.63988 -34.85242 12.50016
C -30.41190 -35.29843 11.88124
C -32.77905 -35.76019 12.44439
H -30.79257 -33.11065 13.03834
H -30.05262 -36.22369 12.34034
H -29.65281 -34.53001 12.04827
H -30.56313 -35.47180 10.81550
H -33.17301 -35.80042 11.42677
H -32.45627 -36.72234 12.82973
H -33.58235 -35.36272 13.05612
C -24.36220 -29.67235 13.03930
Cl -25.08025 -31.24740 13.44735
Cl -23.52501 -29.69912 11.50572
Cl -25.62630 -28.43434 12.97131
Cl -23.22478 -29.26218 14.33722

Atomic partial charges in e from the Löwdin method, atoms 1 to 4: atom 1 (Cu): 0.637, atom 2 (C): -0.079, atom 3 (C): -0.310, atom 4 (O): -0.031